[1]
Computed, not measured: an isolated molecule of C9H11ClN3P at a distorted geometry, with ωB97M-V/def2-TZVPD.

## Properties
Lowest unoccupied orbital energy: -0.50 eV
DFT total energy: -1315.27155 hartree
Net charge: 0

Last columns: bonded neighbours and bond lengths (Å).
Cartesian coordinates (Å):
1 C -2.5466 -2.0561 0.0239  C2 1.594, H15 1.073, H16 1.095, H17 1.098
2 C -2.9789 -0.5398 -0.2082  C1 1.594, C3 1.548, N14 1.453, H18 1.165
3 C -2.6737 0.4588 0.9346  C2 1.548, P4 1.843, H19 1.079, H20 1.047
4 P -1.2196 1.3465 0.2305  C3 1.843, Cl5 1.971, N6 1.791, N13 1.764
5 Cl -0.9957 3.3015 0.3484  P4 1.971
6 N 0.1032 0.4107 0.9945  P4 1.791, C7 1.341
7 C 1.3098 0.3261 0.4159  N6 1.341, C8 1.385, C12 1.456
8 C 1.6227 0.8535 -0.8264  C7 1.385, C9 1.411, H21 1.073
9 C 2.9506 0.8888 -1.3023  C8 1.411, C10 1.397, H22 1.057
10 C 3.9524 0.1694 -0.6452  C9 1.397, C11 1.369, H23 1.090
11 C 3.6357 -0.4496 0.5340  C10 1.369, C12 1.367, H24 1.119
12 C 2.4184 -0.2855 1.1343  C7 1.456, C11 1.367, H25 0.979
13 N -1.6282 0.9392 -1.4362  P4 1.764, N14 1.224
14 N -2.3583 -0.0432 -1.4240  C2 1.453, N13 1.224
15 H -1.5376 -2.1923 0.3632  C1 1.073
16 H -2.5367 -2.5132 -0.9713  C1 1.095
17 H -3.2399 -2.5809 0.6948  C1 1.098
18 H -4.1231 -0.3607 -0.3359  C2 1.165
19 H -3.3642 1.2473 1.1915  C3 1.079
20 H -2.4381 0.0413 1.8654  C3 1.047
21 H 0.8507 1.2538 -1.4554  C8 1.073
22 H 3.1407 1.5088 -2.1366  C9 1.057
23 H 4.9937 0.0532 -0.9463  C10 1.090
24 H 4.4275 -1.1332 0.9304  C11 1.119
25 H 2.2354 -0.6446 2.0263  C12 0.979

=====

[2]
Computed, not measured: an isolated molecule of C6H14N2 at a distorted geometry, with ωB97M-V/def2-TZVPD.

## Properties
Lowest unoccupied orbital energy: 1.04 eV
DFT total energy: -346.47205 hartree
Net charge: 0

Last columns: bonded neighbours and bond lengths (Å).
Cartesian coordinates (Å):
1 H -3.3016 -2.2177 3.3614  N2 1.004
2 N -2.5937 -1.5178 3.2328  H1 1.004, C3 1.285
3 C -1.9380 -1.3724 2.1368  N2 1.285, N4 1.358, H10 1.082
4 N -1.2417 -0.2181 1.9745  C3 1.358, C5 1.495, H11 1.009
5 C 0.0359 -0.2687 1.2004  N4 1.495, C6 1.546, H12 1.080, H13 1.092
6 C 0.0416 0.9960 0.3111  C5 1.546, C7 1.564, H14 1.100, H15 1.151
7 C 1.3389 1.0720 -0.5585  C6 1.564, C8 1.585, H16 1.098, H17 1.108
8 C 1.3044 -0.1023 -1.6226  C7 1.585, C9 1.514, H18 1.093, H19 1.089
9 C 0.8273 0.3418 -2.9894  C8 1.514, H20 1.080, H21 1.087, H22 1.113
10 H -2.1555 -2.0728 1.3408  C3 1.082
11 H -1.0737 0.4913 2.6714  N4 1.009
12 H 0.1307 -1.2243 0.7066  C5 1.080
13 H 0.8105 -0.1424 1.9603  C5 1.092
14 H -0.0558 1.8091 1.0458  C6 1.100
15 H -0.8411 1.3046 -0.3599  C6 1.151
16 H 1.3364 1.9559 -1.2102  C7 1.098
17 H 2.2758 1.2095 0.0161  C7 1.108
18 H 2.3084 -0.4968 -1.7962  C8 1.093
19 H 0.6376 -0.9013 -1.3003  C8 1.089
20 H -0.1681 0.7620 -2.9801  C9 1.080
21 H 0.8129 -0.4950 -3.6836  C9 1.087
22 H 1.5086 1.0876 -3.4571  C9 1.113

=====

[3]
Computed, not measured: a cluster of 7 separate species, C43H41BFO13 in total at a distorted geometry, with ωB97M-V/def2-TZVPD.

## Properties
Lowest unoccupied orbital energy: -0.11 eV
DFT total energy: -2765.84108 hartree
Net charge: -1

Last columns: bonded neighbours and bond lengths (Å).
Cartesian coordinates (Å):
1 C 4.5715 0.3994 0.9466  O2 1.422, H11 1.081, H12 1.078, H13 1.075
2 O 4.7184 1.5132 0.0752  C1 1.422, C3 1.439
3 C 3.4649 1.9893 -0.4463  O2 1.439, C4 1.491, H14 1.077, H15 1.077
4 C 2.4544 2.4189 0.5629  C3 1.491, C5 1.526, H16 1.071, H17 1.078
5 C 1.3380 3.2563 -0.0540  C4 1.526, C6 1.530, H18 1.076, H19 1.080
6 C 0.0061 3.1842 0.6955  C5 1.530, C7 1.514, H20 1.077, H21 1.077
7 C -1.0250 2.2014 0.1827  C6 1.514, C8 1.518, H22 1.084, H23 1.074
8 C -0.7792 0.7185 0.3920  C7 1.518, B9 1.663, H24 1.081, H25 1.079
9 B 0.1572 -0.0311 -0.7594  C8 1.663, F10 1.463, H26 1.249, H27 1.235
10 F 0.4119 0.8552 -1.8949  B9 1.463
11 H 5.4762 -0.1912 0.9254  C1 1.081
12 H 4.3933 0.7125 1.9621  C1 1.078
13 H 3.7684 -0.2284 0.6039  C1 1.075
14 H 3.6937 2.8371 -1.0697  C3 1.077
15 H 3.0259 1.2280 -1.0691  C3 1.077
16 H 2.0012 1.5804 1.0508  C4 1.071
17 H 2.9329 2.9988 1.3354  C4 1.078
18 H 1.2165 3.0338 -1.0994  C5 1.076
19 H 1.6630 4.2837 0.0130  C5 1.080
20 H 0.2210 2.9595 1.7263  C6 1.077
21 H -0.4279 4.1694 0.6561  C6 1.077
22 H -1.9363 2.4431 0.7171  C7 1.084
23 H -1.2495 2.3913 -0.8501  C7 1.074
24 H -0.3750 0.5463 1.3800  C8 1.081
25 H -1.7512 0.2503 0.3831  C8 1.079
26 H -0.4613 -1.0199 -1.2074  B9 1.249
27 H 1.2018 -0.4650 -0.2647  B9 1.235
28 C -3.0332 1.3353 -4.3274  C29 1.331, C34 1.481, H36 1.083
29 C -2.2204 2.1210 -3.6250  C28 1.331, C30 1.488, H37 1.089
30 C -2.5197 3.5696 -3.4596  C29 1.488, O31 1.212, C32 1.485
31 O -1.7827 4.3035 -2.8381  C30 1.212
32 C -3.7546 4.0968 -4.0940  C30 1.485, C33 1.325, H38 1.083
33 C -4.5485 3.3097 -4.8049  C32 1.325, C34 1.482, H39 1.084
34 C -4.2542 1.8668 -4.9748  C28 1.481, C33 1.482, O35 1.218
35 O -4.9959 1.1493 -5.6213  C34 1.218
36 H -2.8383 0.2791 -4.4630  C28 1.083
37 H -1.3154 1.7499 -3.1459  C29 1.089
38 H -3.9513 5.1530 -3.9577  C32 1.083
39 H -5.4458 3.6784 -5.2879  C33 1.084
40 C 1.2466 4.2462 -7.0621  C41 1.330, C46 1.485, H48 1.082
41 C 0.0561 4.1760 -6.4743  C40 1.330, C42 1.484, H49 1.084
42 C -1.0744 3.4629 -7.1190  C41 1.484, O43 1.213, C44 1.484
43 O -2.1599 3.4000 -6.5816  C42 1.213
44 C -0.8309 2.8254 -8.4370  C42 1.484, C45 1.329, H50 1.083
45 C 0.3590 2.8972 -9.0245  C44 1.329, C46 1.487, H51 1.082
46 C 1.4927 3.6145 -8.3838  C40 1.485, C45 1.487, O47 1.212
47 O 2.5760 3.6795 -8.9231  C46 1.212
48 H 2.0870 4.7583 -6.6119  C40 1.082
49 H -0.1448 4.6240 -5.5083  C41 1.084
50 H -1.6714 2.3074 -8.8815  C44 1.083
51 H 0.5620 2.4425 -9.9856  C45 1.082
52 C -10.2902 1.4789 -2.7926  C53 1.329, C58 1.486, H60 1.083
53 C -9.3744 0.9628 -1.9792  C52 1.329, C54 1.488, H61 1.083
54 C -7.9341 0.9416 -2.3541  C53 1.488, O55 1.210, C56 1.486
55 O -7.1038 0.4700 -1.6116  C54 1.210
56 C -7.5603 1.5204 -3.6710  C54 1.486, C57 1.330, H62 1.080
57 C -8.4796 2.0357 -4.4820  C56 1.330, C58 1.483, H63 1.083
58 C -9.9147 2.0571 -4.1089  C52 1.486, C57 1.483, O59 1.214
59 O -10.7555 2.5289 -4.8461  C58 1.214
60 H -11.3432 1.5051 -2.5418  C52 1.083
61 H -9.6244 0.5369 -1.0159  C53 1.083
62 H -6.5126 1.4992 -3.9309  C56 1.080
63 H -8.2270 2.4593 -5.4460  C57 1.083
64 C 4.9322 -5.1728 2.9842  C65 1.329, C70 1.483, H72 1.083
65 C 4.1621 -4.1542 2.6175  C64 1.329, C66 1.487, H73 1.083
66 C 4.4768 -2.7580 3.0196  C65 1.487, O67 1.209, C68 1.481
67 O 3.7561 -1.8462 2.6857  C66 1.209
68 C 5.6868 -2.5395 3.8448  C66 1.481, C69 1.330, H74 1.083
69 C 6.4512 -3.5587 4.2267  C68 1.330, C70 1.486, H75 1.077
70 C 6.1367 -4.9531 3.8218  C64 1.483, C69 1.486, O71 1.215
71 O 6.8310 -5.8839 4.1780  C70 1.215
72 H 4.7177 -6.1972 2.7068  C64 1.083
73 H 3.2719 -4.2878 2.0157  C65 1.083
74 H 5.8915 -1.5165 4.1347  C68 1.083
75 H 7.3250 -3.4343 4.8440  C69 1.077
76 C 5.2118 -2.9525 9.1477  C77 1.329, C82 1.486, H84 1.083
77 C 4.0794 -3.0855 9.8305  C76 1.329, C78 1.488, H85 1.083
78 C 2.8500 -3.6247 9.1891  C77 1.488, O79 1.212, C80 1.485
79 O 1.8198 -3.7405 9.8171  C78 1.212
80 C 2.9340 -4.0096 7.7574  C78 1.485, C81 1.329, H86 1.083
81 C 4.0684 -3.8819 7.0766  C80 1.329, C82 1.486, H87 1.082
82 C 5.2969 -3.3447 7.7174  C76 1.486, C81 1.486, O83 1.213
83 O 6.3279 -3.2185 7.0905  C82 1.213
84 H 6.1175 -2.5591 9.5916  C76 1.083
85 H 3.9932 -2.8092 10.8737  C77 1.083
86 H 2.0280 -4.3895 7.3028  C80 1.083
87 H 4.1431 -4.1511 6.0310  C81 1.082
88 C -0.3505 -3.2982 1.7155  C89 1.332, C94 1.486, H96 1.089
89 C 0.6063 -3.2109 2.6382  C88 1.332, C90 1.481, H97 1.085
90 C 0.5372 -3.9824 3.9004  C89 1.481, O91 1.219, C92 1.486
91 O 1.4093 -3.9066 4.7480  C90 1.219
92 C -0.6391 -4.8657 4.1085  C90 1.486, C93 1.328, H98 1.083
93 C -1.5957 -4.9590 3.1923  C92 1.328, C94 1.491, H99 1.083
94 C -1.5269 -4.1832 1.9212  C88 1.486, C93 1.491, O95 1.212
95 O -2.4064 -4.2871 1.0942  C94 1.212
96 H -0.3136 -2.7307 0.7872  C88 1.089
97 H 1.4714 -2.5689 2.5103  C89 1.085
98 H -0.6671 -5.4199 5.0390  C92 1.083
99 H -2.4628 -5.5956 3.3198  C93 1.083

=====

[4]
Computed, not measured: a cluster of 3 separate species, C22H48N3O5S in total at a distorted geometry, with ωB97M-V/def2-TZVPD.

## Properties
Lowest unoccupied orbital energy: -3.84 eV
DFT total energy: -1805.12228 hartree
Net charge: +1

Last columns: bonded neighbours and bond lengths (Å).
Cartesian coordinates (Å):
1 C 4.9070 0.1349 0.5808  C2 1.665, H22 1.192, H23 1.187, H24 1.172
2 C 5.5006 -0.0308 -0.9658  C1 1.665, N3 1.543, H25 1.179, H26 1.180
3 N 4.4067 -0.8116 -1.7243  C2 1.543, C4 1.513, C19 1.530
4 C 4.3623 -0.4140 -3.1832  N3 1.513, C5 1.639, H27 1.194, H28 1.187
5 C 3.2276 -1.1833 -4.0816  C4 1.639, S6 1.893, H29 1.170, H30 1.172
6 S 1.6661 -0.1349 -4.2984  C5 1.893, O7 1.729, C8 1.885
7 O 0.6834 -1.0847 -5.3568  S6 1.729, H31 1.002
8 C 0.8267 0.0949 -2.6265  S6 1.885, C9 1.662, H32 1.174, H33 1.178
9 C -0.3265 1.2698 -2.8560  C8 1.662, C10 1.656, H34 1.188, H35 1.173
10 C -0.5166 2.2387 -1.5263  C9 1.656, C11 1.640, H36 1.182, H37 1.193
11 C -1.4141 1.5675 -0.3284  C10 1.640, C12 1.650, H38 1.194, H39 1.191
12 C -3.0165 1.4019 -0.6862  C11 1.650, C13 1.670, H40 1.188, H41 1.189
13 C -3.3440 -0.0755 -1.3921  C12 1.670, C14 1.639, H42 1.191, H43 1.170
14 C -4.5693 -0.8797 -0.6582  C13 1.639, C15 1.639, H44 1.175, H45 1.194
15 C -4.1281 -2.2328 0.1548  C14 1.639, C16 1.639, H46 1.180, H47 1.193
16 C -3.0983 -3.2244 -0.6470  C15 1.639, O17 1.476, H48 1.170, H49 1.194
17 O -2.0934 -3.6961 0.3256  C16 1.476, C18 1.471
18 C -0.8370 -2.9352 0.2388  O17 1.471, H50 1.178, H51 1.192, H52 1.180
19 C 4.6856 -2.3051 -1.5449  N3 1.530, C20 1.672, O21 1.361
20 C 3.5645 -3.1199 -0.6087  C19 1.672, H53 1.171, H54 1.189, H55 1.180
21 O 5.7371 -2.9346 -2.1359  C19 1.361
22 H 5.0694 -0.8970 1.1558  C1 1.192
23 H 3.7309 0.2296 0.4509  C1 1.187
24 H 5.3613 1.0476 1.1581  C1 1.172
25 H 6.5319 -0.6015 -0.9621  C2 1.179
26 H 5.6130 1.0471 -1.4314  C2 1.180
27 H 4.0694 0.7433 -3.1998  C4 1.194
28 H 5.4109 -0.4757 -3.7353  C4 1.187
29 H 2.8702 -2.2148 -3.6607  C5 1.170
30 H 3.6728 -1.3446 -5.1536  C5 1.172
31 H -0.2155 -1.1522 -4.9193  O7 1.002
32 H 0.3034 -0.9075 -2.3125  C8 1.174
33 H 1.6026 0.3823 -1.7886  C8 1.178
34 H 0.0674 1.9205 -3.7681  C9 1.188
35 H -1.3613 0.8326 -3.1940  C9 1.173
36 H -0.9868 3.2457 -1.9273  C10 1.182
37 H 0.5462 2.5444 -1.0795  C10 1.193
38 H -1.3394 2.2718 0.6327  C11 1.194
39 H -0.9934 0.5164 0.0405  C11 1.191
40 H -3.2979 2.2345 -1.4861  C12 1.188
41 H -3.6000 1.5472 0.3393  C12 1.189
42 H -3.6413 0.1691 -2.5189  C13 1.191
43 H -2.3231 -0.6461 -1.4310  C13 1.170
44 H -5.4546 -1.1277 -1.3896  C14 1.175
45 H -5.0147 -0.1315 0.1584  C14 1.194
46 H -3.6678 -2.0376 1.2242  C15 1.180
47 H -5.1316 -2.8514 0.3410  C15 1.193
48 H -2.6555 -2.7904 -1.6393  C16 1.170
49 H -3.7216 -4.1922 -0.9625  C16 1.194
50 H -0.9086 -1.9459 -0.3967  C18 1.178
51 H 0.0066 -3.5928 -0.2882  C18 1.192
52 H -0.4681 -2.6199 1.3148  C18 1.180
53 H 3.6733 -4.2835 -0.6763  C20 1.171
54 H 2.5114 -2.7186 -0.9864  C20 1.189
55 H 3.6974 -2.6811 0.4783  C20 1.180
56 C -6.7520 0.0805 3.8424  C57 1.503, H61 1.094, H62 1.093, H63 1.093
57 C -5.8836 -1.0276 3.3157  C56 1.503, O58 1.230, N59 1.364
58 O -4.7362 -0.8279 2.9204  C57 1.230
59 N -6.4036 -2.2882 3.2835  C57 1.364, C60 1.443, H64 1.014
60 C -7.7159 -2.7233 3.6984  N59 1.443, H65 1.093, H66 1.093, H67 1.091
61 H -6.2017 1.0251 3.8062  C56 1.094
62 H -7.6486 0.1789 3.2246  C56 1.093
63 H -7.0255 -0.1205 4.8818  C56 1.093
64 H -5.7598 -2.9799 2.9165  N59 1.014
65 H -7.5917 -3.4759 4.4807  C60 1.093
66 H -8.2099 -3.1789 2.8368  C60 1.093
67 H -8.3271 -1.9028 4.0764  C60 1.091
68 C 5.5822 3.5845 3.2345  C69 1.503, H73 1.094, H74 1.093, H75 1.093
69 C 4.2895 3.6627 2.4714  C68 1.503, O70 1.230, N71 1.364
70 O 3.6538 2.6580 2.1569  C69 1.230
71 N 3.8237 4.8973 2.1260  C69 1.364, C72 1.443, H76 1.014
72 C 4.4177 6.1841 2.3996  N71 1.443, H77 1.093, H78 1.093, H79 1.091
73 H 5.8243 2.5374 3.4377  C68 1.094
74 H 6.3928 4.0181 2.6427  C68 1.093
75 H 5.4851 4.1083 4.1894  C68 1.093
76 H 2.9491 4.8688 1.6144  N71 1.014
77 H 3.7014 6.7716 2.9790  C72 1.093
78 H 4.6019 6.6822 1.4447  C72 1.093
79 H 5.3536 6.1021 2.9537  C72 1.091